The following is a DFT calculation (ωB97M-V/def2-TZVPD) of a structure of composition C51H53As2BaBr2N4O9.

Element x y z (Å)
Ba 0.246290 0.296262 1.630915
O -6.446309 1.373636 2.948510
C -5.185552 1.133494 2.471694
C -4.458082 -0.017146 2.836241
C -3.115284 -0.070447 2.592124
N -2.463550 0.868796 1.799433
C -3.132781 1.909782 1.392224
C -4.491804 2.084885 1.698854
C -2.382987 2.773670 0.323036
O -3.136779 3.301608 -0.531537
O -1.134639 2.713133 0.362663
C -2.405026 -1.399954 2.979794
O -3.176348 -2.249379 3.459586
O -1.196830 -1.526777 2.655246
H -6.691722 0.570056 3.528442
H -4.793892 -0.830944 3.494682
H -5.010762 3.021060 1.399657
Br 0.260914 7.021178 -1.446446
C 0.431173 5.189170 -0.923138
Br 1.750016 5.192244 0.539701
H 0.915358 4.629373 -1.688371
H -0.479572 4.700656 -0.550229
C 3.309640 -2.086602 4.644490
O 4.645605 -1.787554 5.096788
C 5.771877 -1.959140 4.335776
C 6.960013 -2.128584 5.088934
C 8.179173 -2.387713 4.491178
C 8.319424 -2.393068 3.085371
C 7.153112 -2.148903 2.344743
C 5.861094 -1.942652 2.938299
N 4.744691 -1.727516 2.067607
C 3.902316 -0.614699 2.028681
N 4.286109 0.367345 2.893186
C 3.486582 1.351359 3.560067
C 2.110407 1.228170 3.641805
C 1.468737 2.243601 4.336682
C 2.116355 3.304838 4.948831
C 3.475833 3.326049 4.982071
C 4.185283 2.376933 4.243007
O 5.547242 2.279795 4.229744
C 6.299214 2.887894 5.271622
N 2.935195 -0.484197 1.187443
C 2.740445 -1.660207 0.442155
C 3.200773 -1.761030 -0.901767
C 2.829959 -2.828503 -1.706187
C 1.932356 -3.800449 -1.198795
C 1.395403 -3.707009 0.066500
C 1.891435 -2.652457 0.889501
O 1.413752 -2.408385 2.207366
C 0.783093 -3.431349 2.909862
H 2.856110 -1.247524 4.175632
H 2.780702 -2.367709 5.565190
H 3.370605 -3.011284 3.991263
H 6.900364 -2.081916 6.197774
H 9.041223 -2.555825 5.105127
H 9.262677 -2.462261 2.545168
H 7.212058 -2.065590 1.244556
H 4.772595 -2.384953 1.281995
H 5.163658 0.183674 3.330749
H 0.418503 2.136638 4.476496
H 1.554598 4.008027 5.485574
H 4.075499 4.111916 5.440144
H 7.318035 2.677541 4.993147
H 6.096725 2.449618 6.242024
H 6.081724 3.965494 5.259934
H 3.825374 -0.938465 -1.248122
H 3.104432 -2.885871 -2.773620
H 1.652276 -4.651773 -1.833893
H 0.713582 -4.495843 0.434506
H 0.522115 -3.117816 3.898889
H 1.565855 -4.237609 2.966794
H -0.128150 -3.814682 2.490121
O 0.637989 1.426261 -1.310749
H -0.137333 1.909383 -0.898698
H 0.230162 1.115016 -2.120738
C -2.903183 -3.837152 -3.051084
As -1.768036 -4.069664 -1.436186
C -3.185897 -3.915375 -0.116734
C -1.305410 -2.151304 -1.285677
H -3.245627 -2.791514 -3.134003
H -3.746354 -4.504474 -2.876663
H -2.348688 -4.233321 -3.922906
H -3.775889 -2.974480 -0.054785
H -2.654141 -3.991773 0.819660
H -3.832921 -4.767963 -0.020309
H -0.236541 -2.054319 -0.953443
H -2.002212 -1.615805 -0.653938
H -1.311232 -1.744687 -2.291074
C -4.384800 4.997722 -5.865558
C -4.001678 5.266418 -4.565802
C -3.474870 4.254651 -3.769829
C -3.381006 2.964041 -4.276968
C -3.772998 2.724190 -5.571965
C -4.266126 3.757477 -6.376561
As -2.368233 1.619458 -3.178027
C -1.608263 0.769705 -4.802354
C -1.534381 -0.570659 -5.078971
C -0.906894 -1.009085 -6.268154
C -0.414734 -0.128520 -7.181754
C -0.510026 1.250198 -6.897535
C -1.028080 1.693422 -5.704040
C -3.771830 0.420086 -2.789390
C -4.356220 -0.448409 -3.743169
C -5.338801 -1.379469 -3.386508
C -5.871128 -1.422125 -2.116932
C -5.343725 -0.570392 -1.155647
C -4.283630 0.288621 -1.502456
H -4.915001 5.731451 -6.513661
H -3.977015 6.271390 -4.212367
H -3.208616 4.453322 -2.726654
H -3.571394 1.743823 -5.977138
H -4.586852 3.447074 -7.367283
H -2.045143 -1.327201 -4.541628
H -0.993806 -2.025265 -6.515524
H -0.126228 -0.578466 -8.150254
H -0.274644 2.036277 -7.621885
H -1.019552 2.779344 -5.543027
H -4.119327 -0.343928 -4.793336
H -5.717534 -2.072113 -4.122262
H -6.643267 -2.174826 -1.850494
H -5.763097 -0.470560 -0.152895
H -3.843291 0.899397 -0.740084

Atomic forces in eV per Å
Ba 0.776 0.546 -0.202
O -0.122 -1.987 0.755
C 1.430 0.332 0.055
C -0.414 0.482 1.014
C 0.773 0.501 -1.834
N -0.048 -2.269 2.057
C -0.843 0.467 -0.760
C -1.280 0.829 0.338
C -1.846 -0.168 -0.349
O 0.984 -0.103 0.807
O 0.574 -0.054 -0.016
C -1.390 -0.274 -0.252
O 0.939 0.281 0.039
O 0.033 0.191 0.146
H 0.524 1.896 -1.368
H -0.357 0.375 -0.484
H 0.485 -0.853 0.058
Br -0.548 0.107 -0.426
C 0.516 -0.028 1.363
Br -0.309 -0.430 -0.034
H 0.042 -0.260 -0.650
H 0.249 0.474 -0.233
C 1.109 -2.307 0.110
O 0.688 0.281 -0.118
C -0.307 -0.072 0.602
C -0.161 -0.182 0.388
C -0.020 0.258 -0.866
C -1.607 0.474 -0.020
C -0.330 0.159 0.102
C 0.849 0.140 -0.363
N 0.632 -0.898 -0.129
C 1.174 1.044 0.791
N -0.251 -0.291 -0.206
C 0.180 0.439 0.232
C -0.251 -0.508 -0.784
C 0.391 0.027 0.067
C -0.591 -0.995 -0.050
C 2.089 0.220 -0.812
C -0.765 -0.961 0.190
O 0.594 -0.206 0.009
C -0.654 0.318 -0.959
N 0.377 -0.920 0.024
C -0.380 0.132 -2.206
C -0.156 0.094 0.664
C -0.693 -0.344 -0.091
C 0.429 -0.067 -0.894
C 1.097 0.196 1.129
C -2.057 -0.857 1.618
O 0.396 0.871 -1.803
C 1.482 -1.988 -0.071
H -0.481 0.595 -0.476
H 0.035 0.235 -0.313
H -0.342 1.200 0.533
H -0.149 -0.107 -0.979
H 0.305 0.001 0.292
H -0.152 -0.218 0.419
H -0.075 -0.088 0.665
H -0.503 0.835 0.334
H 0.501 0.201 0.245
H -1.004 0.296 0.093
H -0.680 1.078 0.672
H -0.506 -0.067 0.177
H 0.462 0.212 0.075
H -0.286 -0.052 0.262
H 0.445 -0.193 0.316
H -0.137 -0.219 -0.118
H 0.113 0.064 0.777
H -0.005 0.492 0.233
H 0.426 0.789 -0.132
H 0.099 0.580 0.460
H -0.913 0.130 0.219
H -0.388 -0.030 -0.582
O -0.944 0.302 0.757
H 0.800 0.008 -0.188
H 0.125 -0.235 -0.335
C 0.397 -0.458 0.137
As -0.627 0.798 -0.348
C -0.190 0.304 0.956
C 1.766 -0.245 -0.138
H 0.219 -0.644 -0.164
H -0.214 0.103 -0.180
H -0.334 0.575 0.229
H 0.435 -0.560 -0.484
H 0.338 0.368 0.593
H -0.530 -0.466 -0.554
H -1.059 0.067 0.026
H -0.070 0.094 0.167
H -0.168 0.211 -0.179
C -1.345 1.894 -0.754
C 0.684 -0.303 0.143
C -0.420 0.312 0.443
C 0.697 -0.092 0.917
C 0.201 0.045 -0.330
C 0.074 -2.826 -0.198
As 0.378 0.970 -0.898
C 0.267 1.074 0.634
C 0.670 -0.045 -1.496
C -0.841 0.851 1.195
C -0.162 0.391 -0.943
C 0.310 0.055 -0.703
C 0.179 -0.397 0.052
C -1.859 -2.278 -0.390
C -0.441 0.394 0.293
C 0.238 0.436 -0.589
C -0.202 -0.549 0.995
C 0.329 0.751 -0.200
C -0.104 -0.075 0.350
H 0.779 -0.146 0.725
H -0.340 0.570 0.341
H 0.110 -0.048 -0.369
H -0.366 -0.065 -0.267
H -0.012 0.522 -0.042
H -0.288 -0.373 0.900
H 0.198 -1.337 -0.214
H 0.154 0.848 0.520
H 0.340 -0.543 0.052
H -0.249 -0.579 0.199
H 0.239 -0.179 -0.004
H -0.018 0.025 -0.265
H 0.517 0.716 -0.256
H 0.211 -0.344 -0.212
H -0.076 0.254 0.333

Total energy in eV: -340592.830
Highest occupied orbital energy in eV: -4.798
LUMO in eV: 2.197
Gap between HOMO and LUMO in eV: 7.0
ΔE to the lowest compared entry with this formula, charge and spin in kcal per mole: 11.0
Max |F| in eV/Å: 3.06
Total charge: -1

Results of the Mulliken charge analysis, in e, for atoms 1 through 99: atom 1 (Ba): 1.5965, atom 2 (O): -0.6120, atom 3 (C): 0.8305, atom 4 (C): -0.6798, atom 5 (C): -0.1916, atom 6 (N): 0.8193, atom 7 (C): -0.5548, atom 8 (C): -0.4084, atom 9 (C): 0.3582, atom 10 (O): -0.6204, atom 11 (O): -0.6597, atom 12 (C): -0.3010, atom 13 (O): -0.7966, atom 14 (O): -0.0793, atom 15 (H): 0.3468, atom 16 (H): 0.4631, atom 17 (H): 0.4138, atom 18 (Br): -0.1372, atom 19 (C): 0.2696, atom 20 (Br): -0.1318, atom 21 (H): 0.2362, atom 22 (H): -0.3578, atom 23 (C): -0.2445, atom 24 (O): -0.4280, atom 25 (C): 0.8420, atom 26 (C): -0.7459, atom 27 (C): -0.2886, atom 28 (C): -0.7910, atom 29 (C): -0.5489, atom 30 (C): -0.0075, atom 31 (N): 0.3281, atom 32 (C): 0.2831, atom 33 (N): -0.2235, atom 34 (C): 0.6344, atom 35 (C): -1.1726, atom 36 (C): -0.3240, atom 37 (C): -1.1827, atom 38 (C): -0.3336, atom 39 (C): 0.6377, atom 40 (O): -0.4264, atom 41 (C): -0.9419, atom 42 (N): -0.5171, atom 43 (C): -0.4639, atom 44 (C): -0.5515, atom 45 (C): -0.7376, atom 46 (C): -0.4150, atom 47 (C): -1.3097, atom 48 (C): 1.1088, atom 49 (O): 0.8627, atom 50 (C): -1.5107, atom 51 (H): 0.0404, atom 52 (H): 0.2960, atom 53 (H): 0.2724, atom 54 (H): 0.3583, atom 55 (H): 0.3962, atom 56 (H): 0.3659, atom 57 (H): 0.3707, atom 58 (H): 0.2739, atom 59 (H): 0.4265, atom 60 (H): 0.5657, atom 61 (H): 0.4962, atom 62 (H): 0.1684, atom 63 (H): 0.2715, atom 64 (H): 0.3584, atom 65 (H): 0.3445, atom 66 (H): 0.4842, atom 67 (H): 0.3826, atom 68 (H): 0.4282, atom 69 (H): 0.5947, atom 70 (H): 0.2948, atom 71 (H): 0.4480, atom 72 (H): 0.2266, atom 73 (O): -0.6149, atom 74 (H): 0.3622, atom 75 (H): 0.2261, atom 76 (C): -0.6608, atom 77 (As): 0.1560, atom 78 (C): -1.0018, atom 79 (C): 0.6773, atom 80 (H): -0.2348, atom 81 (H): 0.4107, atom 82 (H): 0.3516, atom 83 (H): 0.1608, atom 84 (H): 0.1760, atom 85 (H): 0.5285, atom 86 (H): -0.4548, atom 87 (H): 0.0242, atom 88 (H): -0.1152, atom 89 (C): -0.4814, atom 90 (C): -0.6317, atom 91 (C): -0.4937, atom 92 (C): -0.1671, atom 93 (C): 0.2724, atom 94 (C): -0.7470, atom 95 (As): 0.8169, atom 96 (C): 0.0411, atom 97 (C): 0.0575, atom 98 (C): -0.8104, atom 99 (C): -0.5182